{"formula": "C9H10", "method": "ωB97M-V/def2-TZVPD", "species": ["C", "C", "C", "C", "C", "C", "C", "C", "C", "H", "H", "H", "H", "H", "H", "H", "H", "H", "H"], "xyz": [[-0.641, -3.055, 0.822], [-0.324, -1.646, 0.408], [-1.232, -0.630, 0.644], [-0.892, 0.774, 0.296], [0.460, 1.099, -0.267], [0.803, 2.363, -0.641], [-0.061, 3.235, -1.190], [1.342, -0.039, -0.366], [1.029, -1.314, -0.027], [0.342, -3.563, 0.190], [-1.866, -3.298, 0.625], [-0.389, -3.304, 1.601], [-2.077, -0.654, 1.349], [-1.349, 1.658, 0.330], [1.875, 2.898, -0.160], [0.240, 4.532, -1.583], [-1.004, 2.878, -1.145], [2.161, 0.207, -0.833], [1.583, -2.142, -0.055]], "forces_ev_per_a": [[-3.877, 3.118, -16.945], [0.853, 1.373, 1.186], [0.642, 4.295, 0.023], [5.758, -4.508, -1.638], [-3.727, -7.318, 2.770], [3.858, 6.831, 0.503], [4.253, 4.171, -0.448], [-4.099, 1.204, 1.513], [-5.487, 1.875, 0.711], [-3.603, -0.008, 0.985], [3.890, 0.112, 0.135], [4.055, -4.008, 15.199], [-0.046, -0.849, -0.890], [-3.183, 2.699, 1.097], [-2.719, -2.049, -2.016], [-1.125, -4.634, 1.620], [-3.357, -0.416, -1.140], [4.962, 0.776, -2.027], [2.952, -2.666, -0.640]], "gap_ev": 8.8, "de_lowest_kcal_mol": 124.8, "total_charge": 0, "lumo_energy_ev": 0.52}


{"formula": "C18H37ClN2O8P2S2", "method": "ωB97M-V/def2-TZVPD", "species": ["C", "C", "C", "O", "C", "C", "C", "C", "O", "N", "C", "C", "C", "O", "Cl", "P", "N", "O", "C", "C", "C", "C", "O", "C", "P", "S", "H", "H", "H", "H", "H", "H", "H", "H", "H", "H", "H", "H", "H", "H", "H", "H", "H", "H", "H", "H", "H", "H", "H", "H", "H", "H", "H", "H", "H", "C", "C", "O", "S", "C", "O", "O", "H", "H", "H", "H", "H", "H", "H", "H"], "xyz": [[-4.526, 1.602, 0.355], [-5.079, 0.194, 0.151], [-4.564, -0.797, 1.160], [-3.241, -1.149, 0.830], [-2.637, -2.030, 1.759], [-1.357, -1.426, 2.318], [-1.802, -0.262, 3.218], [-0.644, -2.341, 3.314], [-1.030, -3.380, 3.832], [0.567, -1.703, 3.534], [1.011, -0.911, 2.387], [2.406, -1.534, 1.967], [3.565, -1.149, 2.874], [3.658, -1.441, 4.048], [4.981, -0.383, 2.054], [1.554, 0.858, 2.793], [0.189, 1.868, 2.800], [2.260, 1.202, 1.332], [-0.179, -1.139, 1.328], [-0.436, 0.065, 0.431], [-0.901, -0.209, -0.989], [-1.069, 1.086, -1.795], [-0.671, 2.237, -1.058], [-1.374, 3.398, -1.466], [0.233, -2.712, 0.403], [-1.086, -3.589, -0.729], [-3.469, 1.600, 0.603], [-4.629, 2.170, -0.566], [-5.090, 2.147, 1.102], [-6.158, 0.238, 0.270], [-4.885, -0.150, -0.859], [-4.643, -0.384, 2.166], [-5.193, -1.690, 1.110], [-3.312, -2.156, 2.602], [-2.501, -3.016, 1.335], [-2.260, 0.537, 2.644], [-1.019, 0.186, 3.803], [-2.560, -0.617, 3.908], [1.269, -2.166, 4.088], [2.682, -1.261, 0.959], [2.389, -2.606, 2.104], [-0.149, 2.124, 1.877], [0.459, 2.720, 3.271], [3.022, 1.750, 1.519], [-1.157, 0.722, 0.897], [0.469, 0.652, 0.322], [-0.117, -0.777, -1.487], [-1.787, -0.821, -1.049], [-0.432, 1.008, -2.674], [-2.095, 1.169, -2.149], [-1.476, 3.438, -2.548], [-2.372, 3.389, -1.031], [-0.808, 4.257, -1.134], [1.353, -2.350, -0.358], [0.679, -3.621, 1.372], [3.649, 0.290, -6.169], [4.135, -0.492, -4.965], [4.274, 0.333, -3.787], [2.948, 0.735, -3.009], [3.708, 1.332, -1.541], [2.209, -0.457, -2.712], [2.315, 1.823, -3.686], [2.624, 0.632, -6.034], [3.685, -0.340, -7.058], [4.272, 1.169, -6.332], [3.479, -1.335, -4.743], [5.130, -0.890, -5.148], [4.213, 0.508, -1.045], [2.911, 1.724, -0.911], [4.407, 2.120, -1.808]], "forces_ev_per_a": [[-0.077, 0.019, -0.571], [-0.077, 0.518, 0.349], [-0.339, -0.452, -0.556], [0.378, 0.215, 0.062], [-0.265, -0.156, 0.252], [-0.169, -0.652, 0.530], [-0.227, 0.494, -0.310], [-0.183, -0.633, 0.356], [0.444, 1.293, -0.415], [-0.090, -0.196, 0.010], [0.436, -0.588, -0.584], [0.249, 0.932, -0.005], [0.369, -0.717, 2.519], [-0.241, 0.624, -2.461], [-0.356, -0.152, 0.132], [-0.493, 0.266, 0.761], [0.674, 0.187, -0.238], [-0.107, -0.207, -0.112], [0.166, 0.151, 1.105], [0.106, 0.071, -0.634], [0.538, 0.002, -0.296], [0.246, -0.278, -0.032], [-0.216, 0.106, -0.005], [0.194, -0.475, 0.015], [-1.007, -0.247, -1.101], [0.111, -0.053, -0.042], [0.183, -0.061, 0.151], [0.006, 0.149, -0.140], [0.051, 0.029, 0.370], [-0.243, -0.050, -0.103], [0.144, -0.231, -0.144], [0.133, 0.080, 0.257], [-0.061, -0.180, 0.162], [-0.030, -0.128, 0.253], [0.102, -0.048, -0.259], [-0.100, 0.106, -0.168], [0.185, -0.032, 0.060], [-0.126, -0.284, 0.103], [0.055, -0.028, 0.215], [-0.066, -0.047, -0.193], [-0.181, -0.340, -0.224], [-0.191, -0.127, -0.037], [-0.152, 0.108, 0.248], [0.457, 0.145, -0.056], [-0.210, -0.063, 0.246], [0.113, -0.067, 0.043], [0.082, -0.167, -0.103], [-0.283, 0.002, 0.208], [0.031, 0.167, -0.284], [-0.262, 0.233, 0.136], [0.071, 0.067, -0.244], [-0.222, 0.178, 0.096], [0.016, 0.219, 0.138], [0.222, 0.037, 0.305], [0.297, 0.284, 0.209], [-0.119, 0.149, 0.121], [-0.065, -0.271, -0.471], [-0.014, 0.067, 0.150], [0.402, 0.084, 0.148], [0.074, 0.038, -0.003], [-0.202, -0.035, -0.045], [-0.219, -0.043, -0.026], [-0.007, -0.023, 0.004], [0.052, -0.042, 0.021], [0.051, -0.031, -0.032], [-0.040, 0.067, 0.111], [0.065, 0.080, 0.155], [0.005, -0.014, 0.005], [-0.072, -0.048, -0.080], [0.004, 0.003, -0.032]], "smiles": "CCCOC[C@@]1(C)C(=O)N[C@](CC(=O)Cl)(P(N)O)[C@@]1(CCCOC)[PH2]=S.CCOS(C)(=O)=O", "gap_ev": 8.3, "total_charge": 0, "lumo_energy_ev": -0.01}